No. 1
The following is a DFT calculation (ωB97M-V with the def2-TZVPD basis set) of a structure of composition C24H18AuCl5N2S2 in a non-equilibrium geometry.

Results
energy = -4267.287317 Eh
2S+1 = 3
charge = +2
expectation value of S² = 2.0254

CARTESIAN COORDINATES (ANGSTROEM)
C  -3.21447  -2.97104  3.43534
H  3.33310  -0.07594  -0.25786
C  3.14792  2.14422  1.10014
C  0.55475  -3.16411  0.45636
C  0.58838  2.86573  -6.05626
H  0.66672  -1.88269  2.17139
C  -0.34779  3.88306  -3.63573
C  2.30576  1.87718  3.73203
C  2.68060  3.12324  3.24611
H  -4.45441  -2.39152  -0.17096
N  -0.65635  -2.51173  -0.04249
Au  -1.15853  1.19718  -2.43876
H  -1.41006  -3.69324  2.55510
C  -2.81603  -3.02646  1.05970
C  -4.48621  -2.45736  3.21242
S  -2.00937  -0.43457  -0.87434
H  3.37623  4.22682  1.54651
C  -0.01677  2.02137  -5.06716
H  2.67335  3.98234  3.90278
Cl  -0.17142  0.35787  -5.39192
H  3.48844  2.24810  0.07660
H  -2.40599  -3.05231  -1.04741
C  -0.48154  2.51806  -3.85713
H  -2.87257  -3.15014  4.44579
C  -0.60492  -1.24470  -0.40478
C  -4.09869  -2.53559  0.84235
C  2.37346  0.76469  2.91011
Cl  -0.90586  4.52714  -2.16923
C  -2.38648  -3.26047  2.36281
Cl  1.46489  5.24902  -6.95578
C  0.72090  -0.54664  -0.32539
C  1.29572  -2.18149  1.32763
N  1.62401  -1.01047  0.51271
H  3.58677  -1.06369  1.18546
H  -1.60637  -4.34864  -0.14340
C  2.92016  -0.34197  0.71692
C  2.80288  0.89059  1.59094
H  2.21265  -2.61855  1.71314
H  2.11413  -0.20930  3.31077
Cl  1.13420  2.21357  -7.50962
C  0.24458  4.75716  -4.60821
C  3.08867  3.25605  1.92774
S  1.06346  0.81852  -1.26121
C  0.72333  4.23267  -5.80678
C  -1.89580  -3.29857  -0.11522
H  0.28102  -4.04606  1.02795
C  -4.92888  -2.24783  1.91493
H  -5.92193  -1.85727  1.73826
H  1.17380  -3.47973  -0.38892
Cl  0.36180  6.41078  -4.30229
H  1.97870  1.76895  4.75732
H  -5.12997  -2.23220  4.05155

Cartesian forces, eV/Å:
-0.029 0.024 0.011
-0.027 -0.087 -0.013
0.016 -0.097 0.000
0.322 -0.021 0.135
0.239 0.180 -0.503
0.076 0.049 0.020
-0.251 -0.325 0.323
-0.002 -0.024 0.035
-0.005 -0.041 -0.028
0.014 0.069 -0.001
0.193 0.542 -0.196
0.347 -0.469 0.874
0.006 0.019 0.003
-0.007 0.079 -0.023
0.069 -0.002 -0.024
0.046 0.476 -0.473
0.021 -0.009 0.002
-0.272 -0.148 0.401
-0.067 0.023 -0.028
0.088 0.193 -0.080
0.018 0.005 -0.003
0.076 -0.004 -0.018
0.033 -0.307 -0.078
-0.008 -0.034 -0.003
-0.305 -0.570 0.119
0.116 -0.040 -0.066
-0.002 0.004 -0.052
0.117 0.035 -0.203
0.032 0.028 0.014
-0.049 -0.039 0.022
0.591 0.090 0.213
-0.198 -0.293 0.064
-0.403 0.001 -0.269
-0.059 -0.109 -0.091
0.105 0.036 -0.055
0.233 0.444 0.204
-0.116 -0.026 -0.026
0.047 0.034 -0.063
0.017 0.004 0.028
-0.100 0.075 0.254
0.201 0.478 -0.311
0.048 0.068 0.030
-0.552 0.077 -0.306
0.068 0.153 -0.063
-0.468 -0.209 0.147
-0.088 0.023 -0.010
-0.052 -0.023 0.078
-0.008 -0.032 -0.011
-0.048 -0.043 0.007
-0.039 -0.269 0.014
0.033 0.005 0.008
-0.015 0.005 -0.011

No. 2
The following is a DFT calculation (ωB97M-V with the def2-TZVPD basis set) of the molecule C7H8O in a non-equilibrium geometry.

Results
energy = -346.757889 Eh
2S+1 = 1
SMILES = Cc1ccc(O)cc1
energy above the lowest of the compared OMol25 structures with the same formula, charge and spin = 0.480 eV

CARTESIAN COORDINATES (ANGSTROEM)
H  2.83779  1.07936  0.80653
H  1.53746  1.01913  -1.44785
C  -0.52267  0.38656  -1.57663
H  -3.00357  -1.26776  -1.43990
C  0.87929  0.05915  0.34807
O  -2.81341  -0.34861  -1.43961
C  2.18981  0.25913  1.10198
C  0.70698  0.55207  -0.93963
H  -0.74331  0.69922  -2.58921
H  1.94927  0.45957  2.15196
H  2.71955  -0.69283  1.12324
C  -0.21420  -0.43754  1.07116
C  -1.48525  -0.37421  0.51089
H  -0.04091  -0.70319  2.10539
C  -1.61821  -0.01853  -0.83058
H  -2.37862  -0.67151  1.04418

Cartesian forces, eV/Å:
-0.083 -0.119 -0.559
0.073 -0.045 -0.122
-0.646 0.850 0.265
0.128 -1.173 0.313
0.479 1.059 0.501
-0.263 2.341 -0.694
-0.640 -0.669 0.684
-0.363 -0.571 -0.006
0.380 -0.106 -0.144
0.013 0.008 -0.088
0.425 0.105 -0.159
-0.172 0.925 -0.452
0.604 -0.376 0.022
-0.233 -0.180 0.031
0.239 -1.964 0.308
0.058 -0.085 0.100

No. 3
The following is a DFT calculation (ωB97M-V with the def2-TZVPD basis set) of the ion C8H14NS with charge +1 in a non-equilibrium geometry.

Results
energy = -765.688900 Eh
2S+1 = 1
charge = +1
energy above the lowest of the compared OMol25 structures with the same formula, charge and spin = 6.366 eV

CARTESIAN COORDINATES (ANGSTROEM)
C  2.09977  -1.53973  0.37541
H  -1.22037  2.65695  -0.60256
C  -1.66448  1.81932  -0.24297
C  -2.93201  1.20714  -0.26185
S  -0.86173  -1.58594  -0.11708
H  0.51190  -0.46012  -1.78449
C  -3.19820  -0.13882  0.33417
H  1.95382  0.68901  1.94622
H  -0.89733  1.17010  0.19751
C  1.99050  0.86861  0.83070
H  1.80367  -2.23356  -0.54639
C  1.31238  0.09901  -1.34537
C  -2.46550  -1.24641  0.48742
H  -4.31278  -0.38727  0.35602
H  3.09644  0.80303  0.45710
H  1.63269  1.80653  0.48461
C  0.02676  -0.34473  0.67696
H  1.04218  1.20268  -1.38138
N  1.43833  -0.26104  0.15519
H  -2.89143  -2.11932  0.92402
H  2.31676  -0.13906  -1.74422
H  1.70255  -2.05613  1.27372
H  -3.72831  1.56589  -0.97874
H  3.24442  -1.37613  0.50602

Cartesian forces, eV/Å:
1.559 -2.422 -1.084
0.069 2.804 -1.579
-3.257 -5.001 1.335
2.740 0.985 -1.562
0.832 1.471 1.141
0.028 -0.405 -0.308
-1.732 0.313 -1.471
-0.015 0.538 -1.359
-0.498 0.694 0.706
4.841 -0.595 1.444
1.064 1.448 2.008
1.266 1.285 0.679
0.130 0.270 0.036
1.482 0.657 0.808
-1.534 0.662 1.113
-0.820 0.532 0.089
-0.931 -1.926 -0.298
0.556 -1.503 -0.184
-3.517 0.121 -1.859
-0.511 -0.542 -0.009
-0.691 0.444 -0.220
0.301 0.612 -0.382
0.682 -0.024 1.479
-2.045 -0.418 -0.524

No. 4
The following is a DFT calculation (ωB97M-V with the def2-TZVPD basis set) of a structure of composition C4H6O2 in a non-equilibrium geometry.

Results
energy = -306.338032 Eh
2S+1 = 1
energy above the lowest of the compared OMol25 structures with the same formula, charge and spin = 4.579 eV

CARTESIAN COORDINATES (ANGSTROEM)
H  0.82661  -0.75900  -1.33341
C  -0.12688  -0.29280  -1.12575
H  -0.80739  1.53015  -1.93981
H  1.02978  -1.51245  0.56823
H  -0.97011  -0.89444  -1.44706
C  0.72731  -0.46134  0.70793
H  -0.40482  0.57208  2.26224
C  -0.21793  1.07258  -1.15637
O  -1.33522  -1.17587  1.77840
C  -0.47054  -0.34684  1.64461
O  1.51615  0.48698  0.59958
H  0.26325  1.72507  -0.42998

Cartesian forces, eV/Å:
0.070 -0.171 0.879
-0.416 0.413 -1.170
-0.941 0.128 0.519
0.020 0.035 -0.089
-0.023 0.138 -0.743
0.913 0.109 0.861
-0.240 0.059 -0.067
-0.267 -0.151 -0.220
0.502 0.368 -0.137
-0.355 -0.177 0.153
0.107 -0.512 0.685
0.630 -0.239 -0.671